Record 1
Density functional theory data (the ωB97M-V functional and the def2-TZVPD basis) for a 2-piece molecular cluster, C4H10OS2 overall at a distorted geometry.

The value obtained for the HOMO energy is -8.6 eV. The net charge is 0. The HOMO-LUMO gap is 8.175 eV.

Geometry (Å):
1 C -2.12 0.37 -0.43
2 C 0.43 -1.70 1.12
3 C -0.71 0.87 -0.19
4 C 0.41 -0.02 -0.61
5 O 1.81 0.73 1.37
6 S 3.43 -0.47 -0.82
7 S 2.02 0.56 -0.08
8 H -2.20 0.21 -1.45
9 H -2.42 -0.53 -0.03
10 H -2.72 1.09 -0.01
11 H 0.14 -2.31 0.27
12 H 1.21 -2.15 1.63
13 H -0.17 -0.93 1.43
14 H -0.69 1.75 -0.83
15 H -0.50 1.27 0.85
16 H 0.28 -0.64 -1.49
17 H 1.80 1.90 -0.73


Record 2
Density functional theory data (the ωB97M-V functional and the def2-TZVPD basis) for C3H5NS2 in the gas phase at a distorted geometry.

The value obtained for the HOMO energy is -8.7 eV. The net charge is 0. The HOMO-LUMO gap is 9.451 eV.

Geometry (Å):
1 C 0.94 1.53 -1.72
2 C 0.75 0.41 -1.09
3 S -0.71 0.00 -0.18
4 C 0.01 -0.87 1.25
5 N -0.62 -1.56 2.13
6 S -2.31 -1.51 2.27
7 H 0.20 2.31 -1.56
8 H 1.86 1.58 -2.27
9 H 1.47 -0.39 -1.24
10 H 1.11 -0.83 1.18
11 H -2.69 -0.69 1.23


Record 3
Density functional theory data (the ωB97M-V functional and the def2-TZVPD basis) for C3H4N3S as an isolated structure at a distorted geometry.

The value obtained for the HOMO energy is -3.8 eV. The net charge is -1. The HOMO-LUMO gap is 6.706 eV.

Geometry (Å):
1 C -0.80 -0.06 -0.16
2 C 1.04 -0.67 -0.91
3 C 1.36 0.32 0.19
4 N -0.28 -0.87 -0.99
5 N 0.14 0.74 0.45
6 N 1.85 -1.05 -1.78
7 S -1.49 1.53 2.40
8 H -1.89 -0.18 0.02
9 H -0.25 1.44 1.13
10 H 1.45 -1.52 -2.62
11 H -1.12 0.33 2.28


Record 4
Density functional theory data (the ωB97M-V functional and the def2-TZVPD basis) for C27H47B2CdF4Ge2N4O4 as an isolated structure at a distorted geometry.

The value obtained for the HOMO energy is -4.9 eV. The net charge is -1. The HOMO-LUMO gap is 7.445 eV.

Geometry (Å):
1 Cd 0.70 1.56 -0.84
2 C -0.21 -0.81 -4.56
3 C -0.20 -0.30 -3.14
4 N -0.27 0.94 -2.82
5 O -0.40 1.88 -3.80
6 B -0.40 3.30 -3.32
7 F -0.38 4.09 -4.43
8 F 0.81 3.50 -2.56
9 O -1.55 3.71 -2.48
10 N -1.54 3.03 -1.30
11 C -2.38 3.25 -0.37
12 C -3.44 4.31 -0.37
13 C -2.17 2.35 0.81
14 N -2.05 0.89 0.51
15 O -2.26 -0.08 1.48
16 B -1.73 -1.45 1.07
17 F -1.50 -2.12 2.24
18 F -2.79 -2.11 0.39
19 O -0.52 -1.56 0.24
20 N -0.41 -0.75 -0.87
21 C -0.19 -1.27 -2.03
22 C -0.09 -2.74 -2.30
23 C -2.92 2.65 2.09
24 H -0.23 0.05 -5.23
25 H -1.09 -1.42 -4.75
26 H 0.67 -1.41 -4.76
27 H -3.49 4.76 -1.36
28 H -3.17 5.08 0.35
29 H -4.40 3.91 -0.10
30 H -0.15 -3.27 -1.35
31 H 0.86 -2.98 -2.78
32 H -0.90 -3.07 -2.95
33 H -2.62 3.61 2.51
34 H -2.70 1.87 2.81
35 H -3.99 2.65 1.91
36 C -5.25 -1.57 -1.39
37 Ge -4.67 -0.15 -0.11
38 C -5.88 1.41 -0.51
39 C -5.06 -0.71 1.76
40 C -2.81 0.48 -0.66
41 H -6.21 -1.96 -1.08
42 H -4.53 -2.38 -1.39
43 H -5.36 -1.17 -2.39
44 H -6.92 1.08 -0.47
45 H -5.69 1.79 -1.51
46 H -5.77 2.22 0.20
47 H -6.07 -1.10 1.83
48 H -4.96 0.12 2.45
49 H -4.36 -1.48 2.06
50 H -2.87 1.28 -1.39
51 H -2.35 -0.37 -1.15
52 C 4.95 -1.91 3.61
53 C 4.13 -0.93 2.79
54 C 4.96 -0.23 1.72
55 C 4.16 0.81 0.95
56 Ge 2.72 0.10 -0.30
57 C 3.71 -1.06 -1.69
58 C 3.80 -2.52 -1.27
59 C 4.29 -3.43 -2.39
60 C 4.42 -4.89 -1.96
61 H 4.32 -2.43 4.33
62 H 5.73 -1.39 4.16
63 H 5.41 -2.65 2.97
64 H 3.69 -0.18 3.45
65 H 3.31 -1.46 2.30
66 H 5.35 -0.97 1.03
67 H 5.82 0.26 2.20
68 H 4.85 1.43 0.36
69 H 3.68 1.49 1.66
70 H 2.21 -1.09 0.52
71 H 4.71 -0.67 -1.88
72 H 3.16 -1.00 -2.63
73 H 2.81 -2.87 -0.94
74 H 4.47 -2.61 -0.41
75 H 5.26 -3.08 -2.75
76 H 3.59 -3.38 -3.23
77 H 5.21 -5.01 -1.22
78 H 4.65 -5.53 -2.81
79 H 3.49 -5.24 -1.51
80 C -0.84 1.70 0.77
81 C -0.14 1.62 2.06
82 C 0.35 0.48 2.70
83 C 1.05 0.59 3.89
84 C 1.29 1.83 4.46
85 C 0.84 2.97 3.82
86 C 0.14 2.87 2.64
87 H 0.20 -0.49 2.27
88 H 1.39 -0.31 4.38
89 H 1.84 1.91 5.38
90 H 1.04 3.95 4.25
91 H -0.19 3.76 2.12


Record 5
Density functional theory data (the ωB97M-V functional and the def2-TZVPD basis) for C18H25N3O5 in the gas phase at a distorted geometry.

The value obtained for the HOMO energy is -7.6 eV. The net charge is 0. The HOMO-LUMO gap is 8.040 eV.

Geometry (Å):
1 C 0.22 3.85 -1.69
2 O 0.14 4.00 -0.40
3 C 0.43 3.18 0.51
4 C 0.33 3.65 1.75
5 C 0.48 2.70 2.95
6 C 0.82 1.46 2.70
7 O 1.26 0.46 3.62
8 C 1.05 0.83 4.89
9 C 1.26 0.96 1.23
10 C 1.62 -0.49 1.00
11 N 2.08 -0.62 -0.28
12 O 2.24 -1.80 -0.68
13 C 1.71 -2.75 0.66
14 C 0.24 -3.21 0.42
15 O -0.48 -3.58 1.14
16 N -0.07 -3.19 -0.94
17 C -1.44 -3.43 -1.32
18 C -2.23 -2.25 -1.05
19 N -2.27 -1.14 -2.02
20 C -0.55 -0.79 -2.48
21 C -0.87 0.38 -3.57
22 O -1.73 1.67 -3.22
23 C -2.92 0.90 -2.84
24 C -3.07 0.07 -1.69
25 C 1.57 -1.65 1.91
26 C 0.99 1.92 0.27
27 H -0.43 3.01 -2.14
28 H 0.09 4.82 -2.06
29 H 1.39 3.54 -1.94
30 H 0.02 4.41 2.15
31 H 0.25 2.94 3.80
32 H 1.87 1.52 5.29
33 H -0.01 0.90 5.00
34 H 1.28 -0.18 5.37
35 H 2.55 -3.43 0.79
36 H 0.72 -2.96 -1.65
37 H -1.28 -3.61 -2.50
38 H -1.85 -4.25 -0.64
39 H -2.14 -1.78 -0.01
40 H -3.26 -2.49 -1.03
41 H -0.20 -1.66 -2.76
42 H -0.18 -0.27 -1.64
43 H 0.13 0.97 -3.73
44 H -1.24 0.09 -4.46
45 H -3.45 1.97 -2.63
46 H -3.42 0.59 -3.80
47 H -4.10 -0.35 -1.65
48 H -2.57 0.35 -0.82
49 H 0.46 -1.73 2.27
50 H 2.28 -1.56 2.66
51 H 1.01 1.62 -0.81


Record 6
Density functional theory data (the ωB97M-V functional and the def2-TZVPD basis) for C6H10S in the gas phase at a distorted geometry.

The value obtained for the HOMO energy (alpha / beta) is -9.4 / -7.4 eV. The net charge is 0. The HOMO-LUMO gap (alpha / beta) is 9.482 / 6.459 eV.

Geometry (Å):
1 C -0.33 1.67 -0.70
2 C 0.18 1.73 -1.96
3 C 0.96 -1.49 0.08
4 C -1.58 -0.90 0.22
5 C 0.19 0.75 0.61
6 C -0.18 -0.68 0.82
7 S 1.81 1.28 0.98
8 H -1.28 2.21 -0.54
9 H 0.65 -1.37 -0.96
10 H 0.87 -2.45 0.50
11 H 1.90 -1.01 0.35
12 H -2.37 -0.76 1.01
13 H -1.72 -1.85 -0.32
14 H -1.78 -0.12 -0.49
15 H 1.18 1.28 -2.14
16 H -0.09 -0.84 1.83
17 H 1.58 2.55 0.71


Energy above the lowest of the compared OMol25 structures with the same formula, charge and spin, record by record: 142.3, 46.1, 73.1, 57.0, 393.6, 140.4 kcal/mol